No. 1
Computed, not measured: 5 unconnected molecules or ions with the total composition C36H56BrClN9O8PS in a non-equilibrium geometry, with wB97M-V/def2-TZVPD.

CARTESIAN COORDINATES (ANGSTROEM)
C 2.18 -1.99 2.90
O 2.71 -1.32 1.75
C 3.09 0.03 2.06
C 2.01 1.11 1.67
C 0.83 0.56 0.80
C 1.18 0.51 -0.75
C 0.11 1.23 -1.66
C -0.48 0.32 -2.79
C 0.54 -0.04 -3.92
C -0.11 -1.09 -4.89
C 0.44 -2.56 -4.72
C -0.47 -3.46 -3.78
C 0.32 -3.66 -2.44
C -0.37 -4.54 -1.37
C -1.73 -4.32 -0.92
O -2.46 -3.27 -1.52
C -2.39 -5.10 0.09
C -3.83 -4.88 0.62
C -4.93 -4.70 -0.48
C -5.34 -3.24 -0.80
C -6.19 -3.02 -1.95
C -6.60 -1.71 -2.35
C -6.17 -0.54 -1.61
C -5.34 -0.75 -0.45
C -4.93 -2.08 -0.06
C -1.62 -6.19 0.68
C -0.27 -6.44 0.26
C 0.36 -5.65 -0.77
N 1.71 -5.88 -1.27
P 1.74 -7.10 -2.56
O 2.00 -6.20 -3.97
O 0.15 -7.63 -2.75
C 2.64 -6.28 -0.25
C 4.00 -5.78 -0.39
Cl 4.37 -4.71 -1.78
C 5.07 -6.10 0.50
C 4.77 -7.00 1.59
Br 6.17 -7.53 2.83
C 3.43 -7.50 1.77
C 2.37 -7.15 0.86
S 0.68 -7.79 1.03
H 1.73 -1.29 3.64
H 1.40 -2.71 2.57
H 2.98 -2.58 3.41
H 3.29 0.11 3.16
H 4.06 0.23 1.55
H 2.54 1.93 1.11
H 1.61 1.59 2.60
H -0.02 1.26 0.95
H 0.48 -0.44 1.13
H 2.14 1.08 -0.86
H 1.31 -0.54 -1.09
H 0.50 2.20 -2.06
H -0.76 1.51 -1.00
H -1.33 0.90 -3.25
H -0.92 -0.59 -2.31
H 0.70 0.89 -4.53
H 1.51 -0.35 -3.48
H -1.22 -1.12 -4.84
H 0.13 -0.76 -5.94
H 1.45 -2.47 -4.24
H 0.63 -3.06 -5.70
H -0.55 -4.45 -4.32
H -1.46 -2.97 -3.67
H 1.35 -3.97 -2.70
H 0.42 -2.63 -1.98
H -2.94 -3.67 -2.26
H -3.78 -4.04 1.36
H -4.09 -5.79 1.21
H -5.84 -5.24 -0.12
H -4.62 -5.21 -1.43
H -6.51 -3.90 -2.56
H -7.23 -1.57 -3.25
H -6.48 0.47 -1.93
H -5.03 0.14 0.13
H -4.26 -2.16 0.82
H -2.09 -6.82 1.45
H 2.57 -5.44 -3.75
H -0.22 -7.06 -3.44
H 6.07 -5.69 0.29
H 3.27 -8.18 2.63
C 0.35 4.72 1.51
O -0.10 4.37 0.43
N 0.08 4.05 2.67
N 1.15 5.80 1.66
H 0.43 4.32 3.57
H -0.52 3.24 2.60
H 1.38 6.32 0.83
H 1.54 6.10 2.54
C -3.50 7.59 0.37
O -4.60 8.08 0.17
N -3.29 6.24 0.41
N -2.39 8.33 0.59
H -2.39 5.82 0.58
H -4.08 5.64 0.25
H -2.49 9.33 0.58
H -1.48 7.95 0.77
C -0.05 9.99 2.71
O -0.51 9.66 1.63
N -0.32 9.32 3.86
N 0.79 11.06 2.85
H 0.05 9.57 4.75
H -0.93 8.53 3.79
H 1.01 11.58 2.02
H 1.18 11.35 3.73
C 4.30 6.93 3.64
O 3.16 6.52 3.77
N 4.58 8.15 3.11
N 5.38 6.20 4.00
H 5.51 8.51 2.99
H 3.80 8.72 2.83
H 5.22 5.29 4.39
H 6.33 6.51 3.90

The HOMO-LUMO gap comes out at 8.05 eV. For the HOMO energy, the calculation gives -8.01 eV. As for the SMILES: COCCCCCCCCCCCc1c(O)c(CCc2ccccc2)cc2c1N(P(O)O)c1c(Cl)cc(Br)cc1S2.NC(N)=O.NC(N)=O.NC(N)=O.NC(N)=O. The total energy comes out at -170723.362 eV.


No. 2
Computed, not measured: C2H5NO in the gas phase in a non-equilibrium geometry, with wB97M-V/def2-TZVPD.

CARTESIAN COORDINATES (ANGSTROEM)
C 0.03 0.53 -0.23
C 0.76 -0.70 0.18
N -1.20 1.07 0.21
O -1.51 0.31 -1.00
H 0.60 1.03 -1.01
H 0.46 -1.06 1.08
H 1.73 -0.37 0.31
H 0.76 -1.44 -0.51
H -1.64 0.63 0.96

The HOMO-LUMO gap comes out at 9.95 eV. For the HOMO energy, the calculation gives -8.96 eV. As for the SMILES: C[C@@H]1NO1. The total energy comes out at -5688.504 eV.